1.
Below is a structure of composition C3H3Br9, with properties calculated with the ωB97M-V functional and the def2-TZVPD basis.

Geometry as XYZ:
```
15
Properties=species:S:1:pos:R:3:forces:R:3:lowdin_charge:R:1
C -2.952140 -1.507024 0.595258 -0.17 -0.13 -0.49 -1.517
Br 2.435029 1.573874 2.905985 -0.18 0.77 -1.16 0.596
Br 0.460436 -2.268337 -2.862509 0.08 1.44 0.87 0.754
Br 0.654366 3.435725 0.813831 0.52 -0.29 0.21 0.660
C 0.508284 -0.823536 -1.535146 1.16 -0.27 0.05 -1.404
H -3.848781 -1.739873 1.169644 0.33 0.86 0.27 -0.025
Br 1.630607 -1.381816 0.028422 -0.98 0.79 -1.47 0.667
Br -1.934542 0.099748 1.202706 -0.70 -1.20 -0.23 0.544
H -0.485374 -0.520391 -1.205224 0.11 -0.25 -0.02 -0.083
Br 1.258071 0.860730 -2.442519 -0.50 -1.52 0.71 0.774
Br -3.631111 -1.213223 -1.223814 0.46 -0.04 0.53 0.564
Br 3.851305 3.036365 0.252634 -1.46 -0.80 0.67 0.587
H 1.851950 1.375053 0.514759 0.67 0.18 -0.01 -0.149
Br -1.986116 -3.186663 0.729783 0.21 0.58 -0.13 0.579
C 2.188016 2.259367 1.056190 0.44 -0.12 0.20 -1.548
```
Forces are in eV/Å.

Calculated values
- 2S+1 = 2
- charge = +1
- LUMO level (spin up / spin down) (eV) = -5.10 / -10.24
- gap between HOMO and LUMO (spin up / spin down) (eV) = 8.241 / 3.086


2.
Below is an isolated molecule of C3H3BrCl2, with properties calculated with the ωB97M-V functional and the def2-TZVPD basis.

Geometry as XYZ:
```
9
Properties=species:S:1:pos:R:3:forces:R:3:lowdin_charge:R:1
C -0.622671 -0.278624 -0.104772 3.74 -0.93 1.22 -0.782
H -0.162159 1.595484 -0.369600 -0.07 1.35 0.14 -0.002
H 1.042964 -1.097469 1.247896 0.64 0.42 0.29 0.048
Cl -1.608296 -1.642547 0.029811 -0.24 -0.45 0.07 0.674
C -1.007582 0.970517 -0.203663 0.07 -0.60 -0.46 -0.687
H 1.570523 -1.252452 -0.488407 -0.80 -1.17 0.09 0.000
Br 2.273943 0.819606 -0.094117 0.47 1.22 0.74 0.701
C 1.144284 -0.630643 0.277671 -4.11 0.09 -2.04 -0.583
Cl -2.631004 1.516125 -0.294822 0.29 0.06 -0.06 0.632
```
Forces are in eV/Å.

Calculated values
- charge = 0
- LUMO level (eV) = 0.68
- gap between HOMO and LUMO (eV) = 10.275
- structure (SMILES) = Cl/C=C(\Cl)CBr


3.
Below is an isolated molecule of C3H3BrClNS, with properties calculated with the ωB97M-V functional and the def2-TZVPD basis.

Geometry as XYZ:
```
10
Properties=species:S:1:pos:R:3:forces:R:3:lowdin_charge:R:1
C 1.151549 -0.626981 -0.381140 1.24 -2.74 0.85 -1.167
S -0.319165 -1.682477 -0.492903 -0.57 1.29 0.94 0.873
N -1.285494 -0.543407 0.480420 0.84 -0.18 -4.64 -0.300
C -1.479617 0.633015 -0.100058 2.29 -2.23 -0.13 0.025
Br 2.591305 1.851289 -0.120649 -0.75 -0.93 -0.14 0.574
C 1.136927 0.634786 -0.446903 -0.40 3.47 -0.28 -0.732
H -0.893079 0.921473 -1.029281 -1.12 -0.75 0.86 0.081
H -2.009354 1.284821 0.492397 -0.96 1.98 1.10 0.064
Cl 2.504136 -1.628969 0.196612 0.10 -0.09 -0.30 0.499
H -1.397210 -0.843552 1.401503 -0.67 0.19 1.75 0.084
```
Forces are in eV/Å.

Calculated values
- charge = 0
- LUMO level (spin up / spin down) (eV) = -0.90 / -0.90
- gap between HOMO and LUMO (spin up / spin down) (eV) = 6.977 / 6.979


no.,E_tot (eV)
1,-633530.193
2,-98245.102
3,-98044.916